P | The following is a quantum chemistry calculation of C3H3Cl2O3 as an isolated structure, from the Open Molecules 2025 dataset.

Properties
- M: 158.0 g/mol
- Frontier orbital gap: 7.97 eV
- HOMO level: -4.5 eV

The geometry in ORCA input format:
```
! wB97M-V def2-TZVPD RIJCOSX def2/J DEFGRID3
* xyz -1 1
C 0.005 -0.900 1.722
C -0.473 -0.395 -0.163
C 0.792 -0.398 -0.972
O -1.008 -1.222 2.253
O 1.204 -0.778 1.849
O 1.837 0.336 -0.504
Cl 1.408 -2.078 -1.302
Cl 0.584 0.190 -2.745
H -0.855 0.706 -0.287
H -1.079 -1.131 -0.693
H 1.912 0.110 0.556
*
```

Results of the natural (NBO) charge analysis, in e, for atoms 1 through 2: 0.947 -0.739

---

Q | The following is a quantum chemistry calculation of C3H3Cl2O3 as an isolated structure, from the Open Molecules 2025 dataset.

Properties
- M: 158.0 g/mol
- Frontier orbital gap: 8.07 eV
- HOMO level: -4.9 eV

The geometry in ORCA input format:
```
! wB97M-V def2-TZVPD RIJCOSX def2/J DEFGRID3
* xyz -1 1
C -2.044 -1.671 -0.860
C -0.606 0.363 0.383
C -0.465 1.331 -0.516
O -1.565 -1.629 -1.913
O -2.478 -2.059 0.201
O 0.458 1.488 -1.413
Cl -1.743 2.603 -0.568
Cl 2.379 -0.430 -0.803
H 0.334 -0.259 0.307
H -1.460 0.159 1.014
H 1.337 0.779 -1.324
*
```

Results of the natural (NBO) charge analysis, in e, for atoms 1 through 2: 1.042 -0.701

---

Order of stability, best first: Q, P

---

P | The following is a quantum chemistry calculation of a 2-piece molecular cluster, C2ClN5 overall, from the Open Molecules 2025 dataset.

Properties
- M: 129.5 g/mol
- Frontier orbital gap: 11.12 eV
- HOMO level: -10.5 eV

The geometry in ORCA input format:
```
! wB97M-V def2-TZVPD RIJCOSX def2/J DEFGRID3
* xyz 0 1
C 1.095 -0.066 0.472
C -1.769 0.119 1.125
N 0.831 -0.134 1.589
N -1.463 0.232 0.013
N 1.426 -0.062 -0.790
N 0.957 0.043 -3.048
N 1.126 0.008 -1.943
Cl -2.204 -0.140 2.583
*
```

Results of the natural (NBO) charge analysis, in e, for atoms 1 through 2: 0.447 0.148

---

Q | The following is a quantum chemistry calculation of one molecule with the formula C2ClN5, from the Open Molecules 2025 dataset.

Properties
- M: 129.5 g/mol
- Frontier orbital gap (alpha / beta): 8.96 / 8.96 eV
- HOMO level (alpha / beta): -10.3 / -10.3 eV

The geometry in ORCA input format:
```
! wB97M-V def2-TZVPD RIJCOSX def2/J DEFGRID3
* xyz 0 1
C 0.004 1.543 -0.435
C 0.649 -0.738 0.641
N 0.438 2.551 -0.156
N -0.161 -1.712 0.450
N -0.373 0.397 -0.765
N -1.309 -1.450 -0.215
N -1.327 -0.389 -0.841
Cl 2.080 -0.202 1.321
*
```

Results of the natural (NBO) charge analysis, in e, for atoms 1 through 2: 0.378 0.259

---

Order of stability, best first: P, Q

---

P | The following is a quantum chemistry calculation of C2H6N4O as an isolated structure, from the Open Molecules 2025 dataset.

Properties
- M: 102.1 g/mol
- Frontier orbital gap: 8.64 eV
- HOMO level: -8.8 eV

The geometry in ORCA input format:
```
! wB97M-V def2-TZVPD RIJCOSX def2/J DEFGRID3
* xyz 0 1
C -0.383 -0.264 -0.838
C 0.942 -0.814 1.119
H -0.919 2.818 -0.848
H -0.512 1.702 -2.926
H -1.147 -0.981 -0.398
H 1.384 0.460 -0.457
H 0.002 -2.418 2.375
H -0.853 -0.450 2.215
N -0.041 1.729 -1.740
N -0.924 0.551 -1.715
N 0.649 -0.059 -0.042
N -0.227 -1.163 1.911
O 2.029 -1.111 1.345
*
```

Results of the natural (NBO) charge analysis, in e, for atoms 1 through 2: 0.251 0.804

---

Q | The following is a quantum chemistry calculation of one molecule with the formula C2H6N4O, from the Open Molecules 2025 dataset.

Properties
- SMILES: [H]/N=C/NN/C=N/O
- M: 102.1 g/mol
- Frontier orbital gap: 9.48 eV
- HOMO level: -8.5 eV

The geometry in ORCA input format:
```
! wB97M-V def2-TZVPD RIJCOSX def2/J DEFGRID3
* xyz 0 1
C 1.096 0.617 -0.520
C -1.564 -0.460 0.383
H 3.172 -0.911 0.786
H 1.576 0.941 -1.508
H -0.713 1.525 -1.108
H -0.179 0.396 1.518
H -2.058 -0.710 1.307
H -2.672 -1.544 -0.647
N 1.536 -0.172 0.344
N -0.176 1.241 -0.259
N -0.844 0.650 0.665
N -1.884 -0.861 -0.796
O 2.707 -0.711 -0.165
*
```

Results of the natural (NBO) charge analysis, in e, for atoms 1 through 2: 0.211 0.255

---

Order of stability, best first: Q, P

---

P | The following is a quantum chemistry calculation of one molecule with the formula C23H31N5O2, from the Open Molecules 2025 dataset.

Properties
- SMILES: CCCCCn1c(N2CCC(Cc3ccccc3)CC2)nc2c1c(=O)[nH]c(=O)n2C
- M: 409.5 g/mol
- Frontier orbital gap: 8.45 eV
- HOMO level: -7.8 eV

The geometry in ORCA input format:
```
! wB97M-V def2-TZVPD RIJCOSX def2/J DEFGRID3
* xyz 0 1
C -3.734 -3.754 1.980
C -2.763 -3.584 0.818
C -1.609 -2.656 1.192
C -0.582 -2.477 0.074
H -0.256 -3.455 -0.285
H 0.288 -1.952 0.473
C -1.127 -1.689 -1.119
N -1.531 -0.355 -0.737
C -0.845 0.643 -0.117
N -1.638 1.631 0.294
C -2.881 1.265 -0.070
C -2.863 0.037 -0.713
C -4.052 -0.579 -1.194
O -4.189 -1.650 -1.761
N -5.157 0.231 -0.920
C -5.226 1.461 -0.297
O -6.281 2.038 -0.149
N -4.025 1.974 0.139
C -3.975 3.256 0.805
H -4.986 3.658 0.826
H -3.597 3.131 1.820
H -3.309 3.926 0.261
H -6.052 -0.131 -1.230
N 0.490 0.631 0.162
C 1.475 0.347 -0.867
C 2.762 -0.163 -0.225
C 3.308 0.862 0.767
C 2.212 1.186 1.783
C 0.949 1.665 1.074
H 0.151 1.862 1.789
H 1.155 2.597 0.528
H 2.550 1.959 2.473
H 1.979 0.290 2.362
C 4.576 0.349 1.466
C 5.696 0.139 0.488
C 6.408 1.226 -0.004
C 7.420 1.049 -0.930
C 7.736 -0.222 -1.378
C 7.036 -1.313 -0.893
C 6.023 -1.132 0.032
H 5.481 -1.988 0.409
H 7.280 -2.308 -1.236
H 8.528 -0.362 -2.099
H 7.966 1.905 -1.300
H 6.169 2.221 0.347
H 4.880 1.081 2.217
H 4.348 -0.588 1.978
H 3.561 1.776 0.218
H 3.498 -0.364 -1.005
H 2.557 -1.099 0.299
H 1.087 -0.391 -1.565
H 1.693 1.266 -1.435
H -0.381 -1.649 -1.919
H -2.018 -2.174 -1.523
H -2.006 -1.678 1.478
H -1.099 -3.066 2.068
H -3.307 -3.186 -0.039
H -2.361 -4.560 0.535
H -3.228 -4.172 2.849
H -4.547 -4.419 1.702
H -4.161 -2.793 2.263
*
```

Results of the natural (NBO) charge analysis, in e, for atoms 1 through 2: -0.598 -0.409

---

Q | The following is a quantum chemistry calculation of a 2-piece molecular cluster, C23H31N5O2 overall, from the Open Molecules 2025 dataset.

Properties
- SMILES: CC[C@H](C)[C@H](NC(C)=O)C(=O)NC.N#Cc1ccc([C@H]2CCCc3cncn32)cc1
- M: 409.5 g/mol
- Frontier orbital gap: 8.80 eV
- HOMO level: -8.7 eV

The geometry in ORCA input format:
```
! wB97M-V def2-TZVPD RIJCOSX def2/J DEFGRID3
* xyz 0 1
N 2.455 -6.010 6.802
O -1.833 3.452 1.805
O -3.520 3.642 -3.130
C 2.365 -5.506 5.755
N 5.173 -3.004 -0.993
C -2.256 3.449 0.660
C -2.590 4.042 -2.442
C 4.107 -3.644 -0.572
C 4.900 -1.654 -0.810
C 3.655 -1.485 -0.269
C 1.054 -4.989 3.746
C 3.327 -4.191 3.916
C 0.944 -4.402 2.481
C 3.212 -3.594 2.656
C 2.249 -4.892 4.468
C 2.020 -3.700 1.914
N -2.412 5.343 -2.176
N 3.147 -2.757 -0.102
N -1.390 3.254 -0.339
C -3.734 3.698 0.424
C -3.262 6.416 -2.689
C -3.240 -0.524 -2.191
C 2.882 -0.249 0.099
C 1.854 -3.088 0.530
C 1.767 -0.597 1.096
C 0.972 -1.822 0.608
C -0.469 0.805 -1.763
C -3.009 0.887 -1.640
C -1.737 1.574 -2.185
C -1.587 3.069 -1.793
H 3.998 -4.724 -0.577
H 5.577 -0.846 -1.071
H 0.210 -5.530 4.167
H 4.258 -4.103 4.469
H 0.009 -4.496 1.935
H 4.066 -3.048 2.264
H -1.647 5.593 -1.567
H -0.450 3.112 -0.006
H -3.879 4.721 0.085
H -4.263 3.562 1.366
H -4.140 3.007 -0.305
H -4.107 6.574 -2.016
H -3.647 6.149 -3.676
H -2.690 7.341 -2.773
H -4.223 -0.875 -1.875
H -3.201 -0.511 -3.282
H -2.486 -1.210 -1.805
H 3.550 0.506 0.526
H 2.436 0.171 -0.808
H 1.342 -3.819 -0.105
H 2.204 -0.809 2.077
H 1.098 0.260 1.211
H 0.120 -1.994 1.272
H 0.572 -1.614 -0.388
H -0.442 0.694 -0.678
H 0.424 1.333 -2.098
H -0.463 -0.184 -2.223
H -3.881 1.474 -1.918
H -2.962 0.833 -0.551
H -1.785 1.537 -3.275
H -0.641 3.372 -2.241
*
```

Results of the natural (NBO) charge analysis, in e, for atoms 1 through 2: -0.298 -0.632

---

Order of stability, best first: P, Q